78
Properties=species:S:1:pos:R:3:forces:R:3 method="wB97M-V/def2-TZVPD" lumo_energy_ev="3.07 / 1.42" s2=0.754 gap_ha="0.1945 / 0.1338" multiplicity=2 charge=-2 homo_ev="-2.23 / -2.22" energy_ha=-11901.16082
Cu -4.87094 1.32560 0.40429 -1.052 -1.520 -3.131
C -6.93375 1.40493 -5.06092 0.411 -1.796 1.401
F -8.18280 1.54049 -5.50352 0.027 0.305 -1.194
F -5.98493 1.85597 -5.91714 -0.976 0.258 -0.034
F -6.90324 2.17730 -3.96129 0.597 0.175 -0.027
S -6.61085 -0.45345 -4.64653 2.354 -3.165 -0.130
O -5.14746 -0.58310 -4.38400 -2.184 1.403 -0.904
O -7.40949 -0.78911 -3.49930 -0.503 1.222 -0.408
O -7.00303 -1.22854 -5.85015 0.040 1.760 0.362
C -4.94531 -3.33094 0.60556 0.090 1.791 -0.023
F -5.30347 -4.42894 0.00029 -0.423 -0.918 -0.257
F -5.72264 -3.18868 1.73464 0.820 -0.019 -1.085
F -3.66765 -3.45326 0.97732 0.228 -0.387 0.482
S -5.00133 -1.90263 -0.65070 -3.340 1.995 -4.645
O -4.65691 -0.66598 0.10836 0.936 -0.524 1.596
O -4.09782 -2.13766 -1.77464 0.445 -1.039 2.742
O -6.37436 -1.82679 -1.15880 1.775 -1.176 2.274
C -9.61269 0.68616 1.20621 1.222 -0.348 -1.906
F -10.91988 0.52874 0.86103 0.809 1.072 0.217
F -9.39532 1.74336 1.99772 -0.962 0.034 0.543
F -9.30884 -0.42561 1.84191 0.152 -0.589 0.989
S -8.39040 0.87699 -0.26012 -0.928 -4.338 -3.837
O -8.84171 2.06894 -0.91947 -0.321 1.206 0.289
O -7.05781 1.00977 0.32244 1.034 0.402 1.581
O -8.53797 -0.37676 -1.06303 -0.460 3.287 2.923
C -2.95406 2.78820 -3.29761 -0.243 -1.381 0.950
F -3.75778 3.79716 -3.01346 0.267 0.778 0.206
F -3.09960 2.52271 -4.59765 0.748 0.013 1.017
F -1.64163 3.11448 -2.98113 -1.696 -0.282 -0.726
S -3.54871 1.27305 -2.17410 -2.288 -4.480 -2.249
O -3.07018 0.06445 -2.83668 0.599 3.153 0.722
O -3.08664 1.44210 -0.80255 1.857 1.591 2.975
O -5.01020 1.26074 -1.93092 0.445 1.488 -1.131
Cl 1.57946 6.71363 0.71154 -0.249 -0.193 0.396
C 0.12087 5.95786 1.47920 0.226 -0.124 0.467
C -0.39786 4.89301 0.54833 -0.912 0.372 0.510
Cl -1.90298 4.20564 1.28189 0.110 0.179 -0.065
H -0.58793 6.76073 1.68196 -0.020 -0.129 -0.332
H 0.36155 5.50120 2.43921 0.464 0.203 -0.064
H 0.26231 4.02794 0.48570 0.094 0.440 -0.580
H -0.70212 5.41816 -0.35707 0.240 -0.798 -0.339
Cl -4.31040 1.92567 2.87156 0.678 -0.018 0.382
C -4.20068 2.62625 4.51662 -0.245 -0.683 0.535
C -4.07819 4.10117 4.53702 0.013 0.890 -0.709
Cl -5.42961 4.85629 3.63389 -0.071 0.222 0.562
H -3.35060 2.21068 5.05770 0.204 -0.286 -0.434
H -5.08508 2.27859 5.05056 -0.120 0.102 -0.226
H -3.19299 4.47995 4.02610 0.109 -0.311 0.096
H -4.05055 4.43946 5.57283 -0.256 0.102 -0.044
Cl 0.01223 1.27361 -0.07392 0.328 -0.231 -0.012
C 1.27956 0.13650 -0.60994 0.242 -0.809 0.174
C 1.12043 -1.26353 0.02468 -0.485 0.439 -0.359
Cl 1.62608 -1.32920 1.75154 -0.037 0.085 -0.294
H 2.26776 0.55153 -0.41168 -0.140 0.064 0.270
H 1.21070 0.03700 -1.69321 -0.310 -0.047 0.045
H 1.66910 -2.03470 -0.51603 0.329 0.291 0.062
H 0.07699 -1.57560 -0.01940 -0.039 0.202 0.164
Cl -4.95202 -0.67421 5.65151 0.096 -0.103 0.879
C -6.15292 -1.95473 5.38599 0.077 -0.422 -0.851
C -7.20132 -1.43773 4.42033 -0.598 0.349 -0.181
Cl -6.59646 -0.39997 3.10543 -0.086 -0.374 0.190
H -6.64735 -2.29012 6.29767 0.194 0.400 0.211
H -5.60517 -2.81398 4.99901 0.026 0.191 -0.185
H -7.91072 -0.83701 4.98952 -0.023 0.089 -0.126
H -7.76337 -2.22933 3.92478 0.174 -0.185 0.194
Cl -8.20263 6.20351 -2.12930 -0.070 0.474 -0.123
C -7.06555 4.92933 -1.67254 0.473 -0.884 0.286
C -6.82936 5.01631 -0.17661 -0.439 0.338 0.147
Cl -5.67654 3.78208 0.42440 0.335 0.298 -0.017
H -6.11031 5.03497 -2.18680 -0.217 0.219 -0.189
H -7.52196 3.98683 -1.97502 0.071 -0.074 0.254
H -7.74869 4.93681 0.40357 0.033 -0.380 -0.180
H -6.35876 5.95458 0.11715 0.025 0.017 -0.254
C -1.80702 -2.13514 3.61276 -0.550 0.550 -0.671
Cl -1.62921 -1.05042 5.03125 0.285 -0.829 -0.159
Cl -2.19585 -1.07538 2.23612 -0.105 -0.507 0.188
Cl -3.05603 -3.41918 3.86135 0.765 0.782 0.191
H -0.87876 -2.63004 3.32728 -0.101 0.118 0.605